DFT (the ωB97M-V functional and the def2-TZVPD basis) results for the molecule C3H3NO2.

Bonds (Å) are listed after each position.
Element x y z (Å)
1 C -0.149 0.920 0.399  C2 1.435, N4 1.358, H7 1.185
2 C -0.930 0.261 -0.607  C1 1.435, O5 1.337, H8 1.083
3 C 0.659 -1.412 -1.078  O5 1.285, H9 1.142
4 N 0.980 0.356 0.899  C1 1.358, O6 1.242
5 O -0.531 -0.929 -1.068  C2 1.337, C3 1.285
6 O 1.753 0.820 1.753  N4 1.242
7 H -0.675 1.816 0.970  C1 1.185
8 H -1.950 0.431 -0.930  C2 1.083
9 H 0.843 -2.262 -0.338  C3 1.142

Computed properties:
orbital gap (alpha / beta): 7.7 / 7.7 eV
E: -321.0728 a.u.
HOMO (alpha / beta): -0.3205 / -0.3205 Eh